[1]
Here is C2NO5 as an isolated structure in a non-equilibrium geometry from the Open Molecules 2025 dataset. Energies are from ωB97M-V/def2-TZVPD.

Atoms and positions in Å:
C 0.326 -0.368 0.428
C -1.018 1.142 0.435
N 0.779 -0.776 -0.809
O -2.036 0.574 0.274
O 0.433 -0.893 1.504
O -0.413 2.138 0.613
O -0.016 -1.116 -1.701
O 1.966 -0.438 -1.030

The calculation puts the total energy at -13799.4599 eV. The charge is -1. The HOMO energy (alpha / beta) is -3.99 / -3.99 eV. Its gap between HOMO and LUMO (alpha / beta) is 7.752 / 7.753 eV.

Table of Mulliken atomic charges, one value per atom, all in e: 0.17 0.64 0.85 -0.47 -0.51 -0.50 -0.58 -0.60

=====

[2]
Here is a 2-piece molecular cluster, C2O3 overall in a non-equilibrium geometry from the Open Molecules 2025 dataset. Energies are from ωB97M-V/def2-TZVPD.

Atoms and positions in Å:
C 2.311 -0.316 0.170
C -1.805 -0.132 -0.085
O -2.359 -1.028 0.170
O -1.201 0.783 -0.244
O 2.976 0.537 -0.166

The calculation puts the total energy at -8216.2981 eV. The HOMO energy is -13.11 eV. Its gap between HOMO and LUMO is 13.710 eV.

Table of Mulliken atomic charges, one value per atom, all in e: 0.14 0.52 -0.23 -0.29 -0.14

=====

[3]
Here is a 2-piece molecular cluster, C2S4 overall in a non-equilibrium geometry from the Open Molecules 2025 dataset. Energies are from ωB97M-V/def2-TZVPD.

Atoms and positions in Å:
C 1.447 0.682 0.041
C -1.610 -0.810 -0.086
S 1.603 -0.304 -1.126
S 1.495 1.812 1.098
S -1.378 -1.773 1.154
S -1.558 0.392 -1.082

The calculation puts the total energy at -45414.2562 eV. The HOMO energy is -9.30 eV. Its gap between HOMO and LUMO is 8.914 eV.

Table of Mulliken atomic charges, one value per atom, all in e: 0.43 0.39 -0.20 -0.24 -0.18 -0.20

=====

[4]
Here is a 2-piece molecular cluster, C2S4 overall in a non-equilibrium geometry from the Open Molecules 2025 dataset. Energies are from ωB97M-V/def2-TZVPD.

Atoms and positions in Å:
C -1.752 -0.515 0.087
C 1.791 0.525 -0.014
S -1.737 -2.001 -0.265
S 1.515 1.992 -0.526
S -1.930 0.995 0.379
S 2.142 -0.988 0.379

The calculation puts the total energy at -45414.4658 eV. The HOMO energy is -9.37 eV. Its gap between HOMO and LUMO is 8.990 eV.

Table of Mulliken atomic charges, one value per atom, all in e: 0.51 0.36 -0.26 -0.19 -0.25 -0.18

=====

In order of appearance, energy above the lowest of the compared OMol25 structures with the same formula, charge and spin = 51.4 12.6 7.9 3.1 kcal/mol.